1.
181
Properties=species:S:1:pos:R:3 method="wB97M-V/def2-TZVPD" fmax_ev_per_a=3.51 total_energy_ev=-105873.878 e_above_lowest_kj_mol=621.1 homo_lumo_gap_ev=3.81 homo_energy_ev=-7.19
Li -22.13 9.23 25.89
C -19.48 13.66 24.77
O -20.10 14.82 25.48
O -20.50 12.71 24.61
C -18.66 14.11 23.51
F -19.31 15.02 22.72
F -17.49 14.67 23.77
F -18.29 13.08 22.67
C -19.28 15.93 25.80
C -20.17 16.87 26.57
H -20.41 16.53 27.58
H -19.67 17.83 26.62
H -21.15 17.05 26.13
H -18.97 16.52 24.94
H -18.46 15.59 26.43
H -18.77 13.26 25.49
C -21.47 11.60 17.09
O -22.29 10.75 16.31
C -22.24 11.08 14.91
C -23.39 10.23 14.27
O -23.38 8.82 14.70
C -24.20 8.02 13.91
H -21.72 12.64 16.86
H -20.42 11.40 16.89
H -21.62 11.35 18.14
H -21.30 10.75 14.47
H -22.43 12.14 14.75
H -23.50 10.41 13.21
H -24.31 10.60 14.72
H -23.96 8.03 12.85
H -25.23 8.33 14.08
H -23.98 7.03 14.32
C -15.73 17.33 17.96
O -14.91 18.00 17.06
C -15.50 19.13 16.38
C -14.39 19.68 15.50
O -13.92 18.69 14.61
C -12.67 19.09 14.03
H -15.27 16.55 18.56
H -16.56 16.85 17.43
H -16.23 18.07 18.59
H -16.01 19.86 17.01
H -16.33 18.72 15.81
H -13.65 20.03 16.22
H -14.77 20.49 14.88
H -12.43 18.34 13.28
H -11.85 19.06 14.74
H -12.71 20.13 13.68
C -25.07 16.13 22.37
O -25.94 17.13 21.90
C -27.20 16.73 21.52
C -27.36 15.66 20.48
O -26.76 16.11 19.26
C -26.26 15.13 18.37
H -24.86 15.39 21.61
H -25.55 15.72 23.27
H -24.10 16.56 22.62
H -27.57 17.66 21.10
H -27.74 16.57 22.45
H -28.43 15.54 20.31
H -26.87 14.72 20.73
H -27.01 14.35 18.25
H -25.31 14.66 18.63
H -26.10 15.59 17.40
C -14.76 24.13 23.81
O -14.72 22.70 23.98
C -13.83 22.29 25.01
C -14.12 20.86 25.55
O -13.90 19.89 24.58
C -14.83 19.84 23.56
H -15.22 24.62 24.66
H -15.35 24.24 22.90
H -13.78 24.58 23.65
H -13.87 23.02 25.82
H -12.76 22.29 24.77
H -15.10 20.79 26.03
H -13.47 20.62 26.39
H -14.80 20.62 22.81
H -15.84 19.53 23.83
H -14.53 18.95 23.00
C -21.25 13.68 34.53
O -20.45 13.58 33.32
C -21.02 13.09 32.17
C -19.95 13.10 31.08
O -18.96 12.09 31.22
C -18.11 12.13 32.30
H -20.75 14.21 35.34
H -21.50 12.69 34.91
H -22.18 14.20 34.32
H -21.92 13.66 31.95
H -21.42 12.09 32.30
H -19.43 14.04 30.86
H -20.40 12.92 30.10
H -17.48 11.25 32.25
H -18.60 12.12 33.28
H -17.53 13.05 32.31
C -16.99 17.14 34.71
O -15.81 17.90 34.47
C -15.02 17.42 33.39
C -15.64 17.56 32.04
O -15.91 18.95 31.64
C -17.16 19.48 32.11
H -17.55 17.56 35.54
H -16.68 16.11 34.92
H -17.58 17.19 33.80
H -14.79 16.38 33.60
H -14.08 17.97 33.42
H -16.41 16.83 31.78
H -14.82 17.24 31.39
H -17.90 19.06 31.43
H -17.24 20.55 31.92
H -17.29 19.36 33.19
C -8.67 14.37 24.45
O -9.96 13.75 24.71
C -10.98 14.66 25.12
C -12.24 13.85 25.36
O -12.10 12.98 26.47
C -13.30 12.30 26.81
H -7.95 13.59 24.21
H -8.31 14.84 25.37
H -8.67 15.18 23.72
H -11.18 15.28 24.24
H -10.78 15.24 26.02
H -12.60 13.27 24.50
H -13.01 14.56 25.65
H -13.06 11.54 27.54
H -13.70 11.74 25.96
H -14.03 13.06 27.11
C -14.12 4.24 17.63
O -15.25 4.76 16.99
C -15.05 5.32 15.68
C -14.41 6.67 15.77
O -15.37 7.51 16.42
C -15.00 8.86 16.88
H -13.45 5.03 17.95
H -13.60 3.54 16.97
H -14.40 3.63 18.49
H -16.00 5.50 15.18
H -14.45 4.64 15.07
H -14.15 7.09 14.80
H -13.48 6.76 16.33
H -15.26 9.57 16.10
H -13.96 8.96 17.17
H -15.53 9.03 17.82
C -21.24 23.44 27.93
O -20.62 24.70 28.05
C -19.21 24.69 27.84
C -18.68 26.14 28.03
O -19.41 27.11 27.20
C -18.89 28.42 27.42
H -22.29 23.43 28.23
H -20.75 22.66 28.52
H -21.14 23.07 26.91
H -19.01 24.40 26.81
H -18.74 23.99 28.52
H -17.59 26.15 27.92
H -18.87 26.33 29.08
H -19.74 29.08 27.24
H -18.14 28.58 26.65
H -18.47 28.60 28.40
O -25.31 19.63 25.67
H -25.64 19.23 24.87
H -25.23 18.90 26.29
O -24.76 11.04 23.21
H -24.09 11.73 23.23
H -24.79 10.71 24.11
O -24.16 13.32 26.93
H -24.34 12.39 26.78
H -23.29 13.45 26.55
O -25.83 16.47 28.22
H -25.54 15.56 28.15
H -26.64 16.42 28.74
O -21.11 8.71 21.55
H -20.22 8.38 21.51
H -21.06 9.51 22.07
C -23.75 19.59 32.91
O -23.90 21.01 33.02
H -22.89 19.32 32.29
H -23.54 19.06 33.84
H -24.54 18.95 32.52
H -23.26 21.27 33.68

2.
175
Properties=species:S:1:pos:R:3 method="wB97M-V/def2-TZVPD" fmax_ev_per_a=10.16 total_energy_ev=-117131.545 multiplicity=6 homo_lumo_gap_ev="7.82 / 7.72" homo_energy_ev="-7.75 / -7.67"
Mn -6.52 1.11 -7.94
C -7.73 2.90 -8.75
O -7.08 3.25 -7.75
O -8.47 1.94 -8.45
O -6.90 2.46 -9.57
C -2.21 4.94 -10.52
C -3.45 4.00 -10.75
C -3.37 2.75 -11.64
O -2.47 2.97 -12.80
C -3.03 3.74 -13.83
N -4.04 3.63 -9.45
H -1.72 5.14 -11.47
H -1.47 4.40 -9.92
H -2.39 5.84 -9.94
H -4.20 4.66 -11.18
H -4.36 2.32 -11.84
H -2.90 1.93 -11.10
H -4.11 3.59 -13.93
H -2.57 3.46 -14.77
H -2.77 4.76 -13.53
H -4.99 3.30 -9.51
H -4.01 4.35 -8.74
C -11.46 2.07 -1.61
C -10.65 2.91 -2.69
C -9.31 3.42 -2.21
O -9.32 4.39 -1.14
C -9.99 5.62 -1.23
N -10.48 2.06 -3.89
H -10.88 1.22 -1.24
H -12.35 1.62 -2.05
H -11.77 2.55 -0.69
H -11.27 3.79 -2.90
H -8.63 3.79 -2.98
H -8.82 2.54 -1.81
H -9.76 6.22 -0.35
H -11.06 5.52 -1.38
H -9.44 6.13 -2.02
H -10.05 2.73 -4.50
H -11.33 1.67 -4.26
C -11.50 -1.06 -8.09
C -11.09 -0.39 -6.77
C -11.49 -1.27 -5.50
O -12.83 -1.63 -5.54
C -13.29 -2.24 -4.35
N -9.66 -0.13 -6.83
H -11.31 -0.44 -8.97
H -12.53 -1.43 -8.10
H -10.85 -1.92 -8.20
H -11.54 0.60 -6.68
H -11.24 -0.83 -4.53
H -10.76 -2.09 -5.44
H -12.65 -3.08 -4.06
H -14.24 -2.74 -4.53
H -13.26 -1.53 -3.52
H -9.51 0.58 -7.53
H -9.56 0.38 -5.96
C -6.69 8.03 -7.49
C -6.57 6.59 -8.05
C -6.16 6.59 -9.55
O -6.80 7.58 -10.27
C -6.79 7.46 -11.68
N -5.68 5.76 -7.22
H -5.83 8.64 -7.74
H -6.63 8.00 -6.40
H -7.63 8.48 -7.82
H -7.62 6.32 -8.00
H -6.35 5.58 -9.92
H -5.08 6.65 -9.68
H -5.77 7.31 -12.00
H -7.27 8.29 -12.20
H -7.38 6.59 -11.94
H -6.03 4.82 -7.35
H -5.73 6.04 -6.25
C -1.96 5.83 -7.09
C -2.12 6.34 -5.70
C -0.87 7.07 -5.19
O 0.19 6.22 -5.12
C 0.41 5.72 -3.80
N -3.28 7.20 -5.62
H -2.88 5.30 -7.33
H -1.20 5.06 -7.06
H -1.71 6.52 -7.91
H -2.42 5.48 -5.10
H -1.04 7.57 -4.23
H -0.38 7.80 -5.83
H 0.88 6.46 -3.16
H 1.05 4.85 -3.92
H -0.54 5.51 -3.30
H -2.97 8.08 -6.00
H -4.00 6.79 -6.20
C -6.94 4.26 -13.34
C -7.62 3.00 -13.83
C -6.66 1.84 -14.19
O -5.92 2.18 -15.36
C -4.76 1.39 -15.66
N -8.43 2.60 -12.69
H -7.65 5.08 -13.24
H -6.16 4.65 -13.99
H -6.49 4.11 -12.35
H -8.32 3.27 -14.62
H -7.28 0.96 -14.35
H -6.00 1.69 -13.33
H -5.12 0.42 -16.00
H -4.13 1.20 -14.80
H -4.15 1.80 -16.47
H -9.00 3.39 -12.45
H -7.82 2.47 -11.90
C -11.61 4.62 -6.05
C -10.17 5.04 -6.24
C -9.78 6.28 -5.42
O -10.59 7.46 -5.69
C -10.48 8.50 -4.75
N -9.40 3.88 -5.82
H -11.82 3.62 -6.43
H -12.32 5.25 -6.57
H -11.94 4.58 -5.01
H -10.01 5.16 -7.31
H -8.74 6.60 -5.52
H -9.83 6.12 -4.35
H -10.88 8.26 -3.76
H -11.17 9.25 -5.15
H -9.43 8.78 -4.68
H -9.25 3.30 -6.64
H -8.46 4.16 -5.58
C -7.01 -3.12 -6.83
C -6.51 -1.87 -7.58
C -7.06 -1.70 -9.02
O -6.53 -0.47 -9.52
C -7.07 -0.27 -10.85
N -6.84 -0.70 -6.78
H -6.40 -3.31 -5.95
H -6.91 -4.06 -7.38
H -8.08 -3.04 -6.67
H -5.42 -1.92 -7.66
H -8.15 -1.60 -9.02
H -6.86 -2.59 -9.62
H -7.09 -1.10 -11.56
H -6.47 0.49 -11.37
H -8.05 0.20 -10.79
H -6.43 -0.90 -5.88
H -7.82 -0.83 -6.56
C -12.63 2.08 -9.60
C -11.54 2.54 -10.58
C -10.99 3.88 -10.29
O -10.47 4.43 -11.43
C -10.34 5.83 -11.45
N -10.55 1.47 -10.69
H -13.33 2.84 -9.24
H -12.15 1.79 -8.67
H -13.28 1.26 -9.91
H -12.05 2.53 -11.55
H -10.22 3.81 -9.51
H -11.74 4.56 -9.87
H -9.69 6.22 -10.67
H -11.25 6.42 -11.39
H -9.97 6.11 -12.44
H -10.10 1.64 -11.58
H -9.82 1.64 -10.02
C -2.20 1.47 -7.20
C -3.62 1.01 -7.00
C -4.32 2.03 -6.06
O -5.70 1.72 -5.82
C -6.40 2.47 -4.83
N -4.22 0.96 -8.33
H -1.71 1.57 -6.23
H -1.98 2.42 -7.68
H -1.56 0.75 -7.71
H -3.62 0.05 -6.49
H -4.27 3.07 -6.39
H -3.74 2.05 -5.14
H -6.04 2.39 -3.80
H -7.42 2.08 -4.86
H -6.45 3.55 -4.97
H -3.79 0.24 -8.90
H -3.89 1.80 -8.77